Record 1
Here is C34H42AsBeCl2F9GeO2PSe as an isolated structure from the Open Molecules 2025 dataset. Energies are from ωB97M-V/def2-TZVPD.

Geometry as ORCA input:
```
! RIJCOSX wB97M-V def2-TZVPD def2/J DEFGRID3
* xyz 1 1
H -0.279 -0.905 -2.891
H 0.422 2.715 4.328
H -5.010 -5.176 -1.670
H -1.242 6.641 0.868
H 2.606 1.717 2.396
H -1.338 -5.793 0.760
H -2.919 -3.024 0.413
C 1.438 2.390 4.097
H -2.010 3.569 3.737
C -4.246 -5.710 -1.114
C -1.924 -4.883 -3.274
H -4.223 -6.735 -1.474
C -1.609 2.910 1.735
H 2.103 3.235 4.261
P -1.153 1.937 -0.784
H 3.238 -0.256 3.721
H -3.404 -2.365 -1.157
H -1.741 1.859 1.968
H -5.338 3.281 -3.137
C -3.530 2.742 -2.118
C 0.991 3.423 -4.544
C -1.197 -1.389 -2.570
C -1.181 4.638 0.116
C 1.777 0.863 -0.853
Se -0.951 -1.976 -0.745
C -1.292 3.288 0.433
H 1.006 3.893 -1.207
C -2.650 -2.958 -0.641
H -1.273 0.662 3.877
C -1.176 -1.485 3.668
H -1.951 -5.910 -3.630
F -7.530 0.174 -2.039
C -3.670 0.790 -0.720
C -0.736 2.126 -3.517
C -1.620 5.202 2.407
C -0.512 -0.117 3.771
H -1.553 1.425 -3.605
H 1.416 -2.072 2.030
H 2.621 -0.960 1.396
O 1.480 1.852 -0.190
C -0.064 2.531 -4.655
H -1.401 -2.264 -3.185
H -0.170 -4.962 -0.272
H 2.016 -1.355 4.378
C 1.764 3.852 -5.764
H -5.588 -0.167 -0.627
H -2.044 -0.700 -2.598
F -2.841 7.043 3.240
Be -0.238 0.091 0.010
F 1.417 5.084 -6.170
H -2.964 3.562 -2.535
C -0.368 2.626 -2.269
H -3.193 0.087 -0.046
H 3.458 1.827 -1.842
F -1.916 5.749 4.692
H 2.191 4.625 -3.238
C 1.365 3.932 -3.307
Ge -2.470 -4.864 -1.366
F 1.582 3.031 -6.801
Cl 4.252 -0.019 -0.615
C -1.337 5.593 1.105
C 0.688 3.532 -2.172
F -0.706 7.077 3.508
H 1.716 1.606 4.800
C 2.695 -1.185 3.544
H -0.904 -4.524 -3.387
H -1.878 -1.631 4.486
C 3.076 0.826 -1.638
Cl 2.821 -0.025 -3.167
C -1.767 3.860 2.726
H -0.972 4.955 -0.894
C 1.930 -1.123 2.228
F -7.227 1.598 -3.624
H 0.118 -0.067 4.662
C -1.773 6.266 3.467
As 0.569 0.288 2.160
H -0.437 -2.284 3.716
C -7.044 1.391 -2.313
H -2.587 -4.298 -3.905
H -4.526 -5.726 -0.066
O 1.042 -0.158 -0.899
C -1.021 -5.641 -0.267
C -5.007 0.641 -1.043
F -7.819 2.276 -1.670
F 3.081 3.889 -5.514
H -0.699 -6.596 -0.672
H 1.239 2.722 1.973
H 3.418 -1.998 3.530
C -4.862 2.593 -2.456
C -5.594 1.537 -1.924
H -0.344 2.154 -5.625
C 1.561 1.928 2.649
H -1.720 -1.578 2.724
C -2.920 1.828 -1.264
*
```

lowest unoccupied orbital energy	-0.0958	Ha
energy relative to the best compared isomer or geometry (same formula, charge and spin)	33.7	kJ/mol
gap between HOMO and LUMO	9.37	eV
HOMO energy	-11.98	eV
E_tot	-10360.647608	Eh

Record 2
Here is a 2-piece molecular cluster, C4H3N5O5S overall from the Open Molecules 2025 dataset. Energies are from ωB97M-V/def2-TZVPD.

Geometry as ORCA input:
```
! RIJCOSX wB97M-V def2-TZVPD def2/J DEFGRID3
* xyz 0 1
O 1.457 3.144 2.277
C 1.363 2.274 1.504
O 1.935 0.219 0.580
N 0.243 2.302 0.575
S -1.311 5.789 -0.538
O 1.914 1.729 4.981
O -0.296 1.256 -0.164
N 2.590 0.469 3.133
H -1.043 -0.810 -1.080
C -0.631 4.491 -0.068
O -1.092 0.396 1.803
N 2.189 1.306 1.347
N -1.463 -0.666 -0.215
H 2.726 -0.261 0.371
H -2.019 -1.410 0.120
N -0.437 3.465 0.490
C 2.235 1.224 3.972
C -0.966 0.279 0.641
*
```

lowest unoccupied orbital energy (spin up / spin down)	-0.0988 / -0.0987	Ha
energy relative to the best compared isomer or geometry (same formula, charge and spin)	33.7	kJ/mol
gap between HOMO and LUMO (spin up / spin down)	6.26 / 6.26	eV
HOMO energy (spin up / spin down)	-8.95 / -8.95	eV
E_tot	-1202.133991	Eh

Record 3
Here is C32H44Br10N2O2 as an isolated structure from the Open Molecules 2025 dataset. Energies are from ωB97M-V/def2-TZVPD.

Geometry as ORCA input:
```
! RIJCOSX wB97M-V def2-TZVPD def2/J DEFGRID3
* xyz 2 1
H -2.376 -0.299 -3.328
H -3.656 1.245 4.401
H -3.010 3.010 -4.912
H 1.703 0.357 4.205
C 1.449 -0.343 -2.169
C -5.304 -0.066 4.959
O 0.884 2.695 3.357
C 3.875 7.413 -1.517
C -1.345 -3.987 -4.068
Br 2.705 5.155 -0.187
H -0.978 -4.347 -3.067
C -3.854 0.342 4.973
C 2.535 6.903 -1.053
Br 0.589 -3.532 5.110
H -3.502 0.480 5.995
O 3.014 3.314 3.035
Br 1.925 -2.419 2.679
C 1.455 -4.971 6.107
C -2.837 -2.385 -2.614
C -3.224 -3.147 -1.413
H 2.491 -2.021 -1.160
H -1.632 -4.916 -4.641
H -0.364 4.548 -5.310
H 3.406 0.569 3.564
C 0.096 -1.009 -4.173
H 0.486 3.494 0.541
H -0.802 -4.732 1.267
N 0.451 -2.326 -3.952
C 0.863 1.731 -0.773
H -3.394 -4.256 -1.440
H -0.598 -2.830 -5.788
C 3.538 1.983 0.278
H 0.795 -4.251 0.654
H -3.746 -3.057 0.807
H 0.606 -4.108 -5.203
C 3.285 0.891 -0.675
C -2.630 -3.064 -3.996
H 4.087 0.186 -0.990
C 1.816 -1.754 -2.006
C 1.921 0.766 -1.194
C 2.833 3.917 1.718
H -2.587 -2.321 -4.837
H 4.563 2.136 0.707
H 2.047 7.563 -0.340
Br -2.721 -1.060 4.230
N 2.539 2.849 0.679
Br -0.505 2.980 -3.371
C 0.320 -3.531 2.657
C 1.285 -2.743 -2.948
H 4.479 6.652 -2.006
C -2.908 -0.238 -1.150
H -1.595 5.064 -4.139
Br 4.921 8.096 -0.024
H -5.466 -1.089 5.289
H 1.871 6.739 -1.902
H -3.444 -0.547 1.029
H 1.989 0.275 2.431
H 1.081 -3.945 7.992
H 1.576 -3.803 -2.768
Br -6.060 0.081 3.169
C -3.280 -1.018 0.032
Br -0.917 -2.456 0.300
H -0.567 -0.777 -5.046
H 0.578 -4.396 3.237
H 3.765 4.488 1.523
C 1.243 2.759 0.166
C 0.571 0.050 -3.289
C -0.148 -3.335 -4.896
C -1.208 4.218 -4.708
H -0.459 -2.967 3.159
Br -1.573 2.341 -6.836
C -3.448 -2.489 -0.106
H -2.786 0.875 -1.143
H -3.530 -3.719 -4.183
C -0.057 -3.935 1.252
H -5.897 0.609 5.575
H 0.710 -5.766 6.160
H 2.010 4.667 1.797
H -0.188 1.656 -1.141
H 0.236 1.115 -3.518
H 2.297 -5.308 5.505
H 2.119 -5.380 8.109
C 2.035 2.330 3.270
C 2.318 0.803 3.373
H 3.750 8.261 -2.190
H -2.843 4.324 -6.095
C 1.852 -4.524 7.490
C -2.678 -0.920 -2.446
Br 3.453 -3.416 7.440
C -2.304 3.575 -5.517
*
```

lowest unoccupied orbital energy	-0.2596	Ha
gap between HOMO and LUMO	5.13	eV
HOMO energy	-12.19	eV
E_tot	-27245.058940	Eh